Record 1
DFT (wB97M-V/def2-TZVPD) results for C12H18AgO9 as an isolated structure at a distorted geometry.

Computed properties:
Relative energy (zero: lowest compared OMol25 entry of this formula, charge and spin) ... 2.91 kcal/mol
Electronic energy ... -35144.057 eV
Max |F| ... 0.042 hartree/bohr
Orbital gap (spin up / spin down) ... 9.7 / 2.9 eV
LUMO energy (spin up / spin down) ... -6.1 / -12.8 eV

ORCA input file:
```
! RIJCOSX wB97M-V def2-TZVPD def2/J DEFGRID3
* xyz 2 2
Ag 1.31825 -0.84314 -1.45697
C -3.04474 -4.54340 -1.97286
C -2.50364 -3.75308 -3.15606
C -3.39879 -2.58504 -3.58296
O -2.46964 -1.51606 -3.76860
C -1.38000 -1.76840 -3.03918
O -0.49967 -0.95957 -2.85152
O -1.30444 -3.05616 -2.70399
H -3.86316 -5.17692 -2.32734
H -3.45408 -3.81639 -1.27244
H -2.32708 -5.20873 -1.50365
H -2.24042 -4.36075 -4.02171
H -4.15185 -2.36803 -2.82110
H -3.95195 -2.79943 -4.49406
C -3.26404 3.53752 1.85129
C -3.04050 2.39333 0.88982
C -3.00314 2.68026 -0.61557
O -2.01971 1.75223 -1.08326
C -1.26651 1.38132 -0.06578
O -0.28144 0.69488 -0.12753
O -1.75167 1.77669 1.11300
H -2.76368 4.47141 1.58743
H -3.02555 3.23532 2.86797
H -4.31155 3.85365 1.86494
H -3.82985 1.65975 1.06885
H -2.66920 3.68150 -0.88830
H -4.01015 2.51204 -0.98928
C 5.61193 2.00560 3.50501
C 5.71758 1.02166 2.29053
C 5.54882 -0.44964 2.55670
O 4.71800 -0.90556 1.47059
C 4.06027 0.12807 0.96086
O 3.14903 0.16476 0.23096
O 4.74272 1.29296 1.32891
H 6.61873 2.12254 3.90652
H 5.08148 1.45144 4.28122
H 5.14402 2.94774 3.24749
H 6.64776 1.27754 1.72043
H 5.06627 -0.78759 3.48715
H 6.40159 -1.14433 2.51251
*
```


Record 2
DFT (wB97M-V/def2-TZVPD) results for C12H18AsN4O8RuS as an isolated structure at a distorted geometry.

Computed properties:
Relative energy (zero: lowest compared OMol25 entry of this formula, charge and spin) ... 113.86 kcal/mol
Electronic energy ... -109325.921 eV
Max |F| ... 0.084 hartree/bohr
Orbital gap (spin up / spin down) ... 6.5 / 7.7 eV
LUMO energy (spin up / spin down) ... -2.6 / -1.6 eV

ORCA input file:
```
! RIJCOSX wB97M-V def2-TZVPD def2/J DEFGRID3
* xyz 0 2
Ru -1.29198 -0.77423 0.27442
O -2.33560 -3.87459 -2.64126
As -0.99898 -2.82536 -2.01036
O 0.28212 -3.56637 -2.62737
O -1.38269 -2.88852 -0.37379
C -1.66752 -1.10756 -2.66639
C -2.90430 -1.06412 -3.29793
C -3.45256 0.15741 -3.65288
C -2.76272 1.33688 -3.40567
C -1.51172 1.29224 -2.80995
C -0.97909 0.06984 -2.43348
S 0.54415 0.07133 -1.48739
O 1.64094 0.55328 -2.26548
O 0.19282 0.97681 -0.36589
O 0.69136 -1.28107 -0.92281
H -1.93884 -4.71910 -2.87816
H -3.44400 -1.98363 -3.48200
H -4.42215 0.18887 -4.12668
H -3.19433 2.29384 -3.65843
H -0.93260 2.18148 -2.60662
N -2.67056 -1.97015 1.95875
H -3.61982 -1.61799 2.01538
H -2.25046 -2.02890 2.88073
H -2.66278 -2.87373 1.48992
N -0.64606 0.08868 2.25463
C 0.38363 0.63048 2.17659
N 1.56278 1.11465 2.34055
C 2.10226 2.23081 1.57805
C 3.41969 1.80329 0.93995
C 4.44851 1.39427 2.00812
C 3.77667 0.97439 3.31841
C 2.49674 0.21462 3.02097
H 2.26376 3.08463 2.24567
H 1.37457 2.49893 0.81104
H 3.81895 2.62678 0.34707
H 3.20941 0.97939 0.25432
H 5.12756 2.22219 2.21422
H 5.04349 0.55995 1.63773
H 3.53691 1.84511 3.92944
H 4.44967 0.34438 3.90088
H 2.01156 -0.13853 3.93582
H 2.71126 -0.66083 2.39269
O -3.63290 -0.42197 -0.44394
N -3.68491 0.76767 -0.13881
O -2.70222 1.29444 0.36996
*
```


Record 3
DFT (wB97M-V/def2-TZVPD) results for C12H18BBrN3O5PS2 as an isolated structure at a distorted geometry.

Computed properties:
Electronic energy ... -129124.625 eV
Max |F| ... 0.036 hartree/bohr
Orbital gap ... 7.4 eV
LUMO energy ... -0.8 eV

ORCA input file:
```
! RIJCOSX wB97M-V def2-TZVPD def2/J DEFGRID3
* xyz 0 1
C 1.11715 2.30712 2.74562
N 0.37187 1.10390 2.38126
C 0.19389 0.94012 0.94414
C 1.41684 0.40949 0.21545
C 2.10012 -0.81669 0.62912
B 1.55849 -1.62304 1.90686
O 0.63382 -2.63241 1.72616
O 1.97009 -1.30413 3.18533
C 3.18613 -1.33809 -0.04625
P 4.12373 -2.89091 0.42497
O 4.58396 -2.52420 1.98976
Br 2.72742 -4.66017 0.44299
C 3.69225 -0.65611 -1.21120
N 4.74670 -1.01891 -1.95283
S 4.81583 0.12215 -3.10325
N 3.57431 1.09371 -2.73236
C 3.03004 0.55541 -1.62799
C 1.90257 1.05551 -0.89284
S 1.17955 2.57831 -1.54445
H 2.19847 2.09581 2.80112
H 0.92787 3.17106 2.08276
H 0.80067 2.58566 3.76614
H -0.50280 1.03308 2.88217
H -0.65674 0.25636 0.75781
H -0.11222 1.90589 0.49955
H 0.14708 -2.40521 0.91834
H 1.20008 -1.10953 3.73410
H 4.51806 -1.56166 2.09259
H 0.06379 2.15890 -2.18950
O -1.55228 -1.18726 -2.02532
C -2.61917 -0.63928 -1.96636
O -2.74425 0.48066 -1.22832
C -3.90519 1.31783 -1.22076
C -4.94721 0.81245 -0.24451
C -3.84239 -1.22724 -2.62598
H -4.30287 1.44167 -2.22945
H -3.55932 2.30101 -0.90198
H -5.31026 -0.17781 -0.52171
H -5.79807 1.49348 -0.20573
H -4.51901 0.72691 0.75504
H -4.27131 -1.98363 -1.96943
H -3.53408 -1.69620 -3.55811
H -4.60361 -0.49403 -2.88296
*
```


Record 4
DFT (wB97M-V/def2-TZVPD) results for a 3-piece molecular cluster, C12H18BF16NO4P overall.

Computed properties:
Relative energy (zero: lowest compared OMol25 entry of this formula, charge and spin) ... 0.00 kcal/mol
Electronic energy ... -75862.343 eV
Max |F| ... 0.014 hartree/bohr
Orbital gap ... 5.2 eV
LUMO energy ... 2.0 eV

ORCA input file:
```
! RIJCOSX wB97M-V def2-TZVPD def2/J DEFGRID3
* xyz -1 1
C -3.05261 1.22630 -2.58964
O -2.39424 2.13627 -3.42583
C -2.56779 3.51734 -3.04281
B -1.51433 4.48663 -3.82013
P -1.96858 6.37121 -3.75446
N -1.87123 6.81436 -2.04127
O -3.67687 6.37896 -3.79306
H -4.02431 0.91898 -3.00616
H -2.43897 0.32450 -2.47506
H -3.23342 1.64684 -1.59202
H -2.37770 3.59577 -1.95951
H -3.62108 3.80060 -3.20202
H -1.38208 4.19753 -5.00387
H -0.41530 4.41627 -3.27285
H -2.79484 7.11947 -1.74474
H -1.29271 7.64721 -2.00606
H -3.94455 5.74183 -4.46156
C 0.76007 1.87845 -1.81826
C 2.15901 2.14044 -2.38479
C 2.63906 1.21530 -3.50580
F 2.73033 -0.06420 -3.07624
F 3.87567 1.60443 -3.90091
F 3.07912 2.16316 -1.38816
F 2.13045 3.37468 -2.94675
O 0.69984 1.15161 -0.59241
C 0.62955 -0.19733 -0.54338
C 1.80858 -0.80232 0.23121
F 2.98155 -0.50906 -0.35720
F 1.67384 -2.15597 0.23858
F 0.49707 -0.77208 -1.74990
F -0.47887 -0.53331 0.18085
H 0.36721 2.86345 -1.56909
H 0.08207 1.46963 -2.56892
H 1.95965 1.26912 -4.35905
H 1.81478 -0.43046 1.25615
C 0.06686 -3.45922 4.07659
C 1.52700 -3.46840 3.60553
C 1.94726 -4.55671 2.61174
F 1.81616 -5.78199 3.16502
F 3.24682 -4.37332 2.29759
F 2.36123 -3.45935 4.66443
F 1.69445 -2.29987 2.92052
O -0.19839 -4.03712 5.34219
C -0.49805 -5.35692 5.49416
C 0.51465 -6.06509 6.40703
F 1.75197 -5.99409 5.88453
F 0.16876 -7.36892 6.51197
F -0.63071 -5.99763 4.32167
F -1.69327 -5.43501 6.13264
H -0.17061 -2.40498 4.20893
H -0.59769 -3.84584 3.30366
H 1.34767 -4.49670 1.70062
H 0.50750 -5.60442 7.39631
*
```


Record 5
DFT (wB97M-V/def2-TZVPD) results for C12H18BNSe2Tc as an isolated structure.

Computed properties:
Relative energy (zero: lowest compared OMol25 entry of this formula, charge and spin) ... 0.00 kcal/mol
Electronic energy ... -147760.148 eV
Max |F| ... 0.003 hartree/bohr
Orbital gap ... 5.3 eV
LUMO energy ... -12.9 eV

ORCA input file:
```
! RIJCOSX wB97M-V def2-TZVPD def2/J DEFGRID3
* xyz 3 1
Tc 0.18430 -1.16708 -0.67185
C -0.29838 -1.19837 2.97082
Se 0.51805 -0.04745 1.61978
C 2.41117 -0.46236 1.95433
C 3.23158 -0.30175 0.69825
Se 2.64541 -1.45304 -0.78039
C 2.85874 -3.19409 0.06908
H 0.00559 -2.23357 2.84550
H -1.37651 -1.08782 2.88299
H 0.02607 -0.81244 3.93463
H 2.46663 -1.46494 2.37353
H 2.74222 0.24892 2.71123
H 4.27858 -0.55651 0.86939
H 3.19198 0.71064 0.29472
H 3.90860 -3.27352 0.34748
H 2.62598 -3.94970 -0.67691
H 2.22483 -3.30264 0.94536
B -1.04502 -3.82822 -4.21756
C -0.55980 -2.90052 -3.17961
N -0.22051 -2.23186 -2.28405
H -1.38248 -4.95403 -4.21272
H -1.25460 -3.68814 -5.61069
H -1.02065 -2.94804 -5.34538
C 0.30804 0.34137 -1.46766
C 0.45639 1.56741 -2.10389
C -0.40748 2.63483 -1.75841
C -0.23748 3.85297 -2.37615
C 0.77537 4.01541 -3.32111
C 1.63149 2.96622 -3.66526
C 1.48247 1.73811 -3.06535
H -1.18685 2.49108 -1.02168
H -0.88683 4.68118 -2.12836
H 0.90198 4.97820 -3.79987
H 2.40859 3.12106 -4.40089
H 2.13608 0.91356 -3.32069
*
```


Record 6
DFT (wB97M-V/def2-TZVPD) results for the molecule C12H18BrNO.

Computed properties:
Structure (SMILES) ... CCCN(CCO)Cc1cccc(Br)c1
Relative energy (zero: lowest compared OMol25 entry of this formula, charge and spin) ... 0.00 kcal/mol
Electronic energy ... -86315.883 eV
Max |F| ... 0.011 hartree/bohr
Orbital gap ... 9.3 eV
LUMO energy ... 0.8 eV

ORCA input file:
```
! RIJCOSX wB97M-V def2-TZVPD def2/J DEFGRID3
* xyz 0 1
C -0.61622 2.96336 0.36227
H -0.97735 2.39050 -0.48844
C 0.85333 3.31762 0.17829
C 1.72604 2.07196 0.01703
N 1.58093 1.12941 1.11513
C 2.12579 1.57195 2.38174
H 1.76516 0.87946 3.15252
C 3.66056 1.66954 2.49260
O 4.31023 0.42188 2.56759
H 3.98529 -0.05183 3.34126
H 4.07622 2.15991 1.61033
H 3.90882 2.28122 3.37219
H 1.70745 2.55565 2.60034
C 2.00473 -0.20986 0.73746
C 1.05643 -0.80463 -0.26868
C 1.51462 -1.47609 -1.39411
C 0.62136 -2.02097 -2.30160
C -0.74251 -1.89676 -2.10486
C -1.19013 -1.22383 -0.98089
C -0.31230 -0.68488 -0.06176
H -0.67252 -0.15885 0.80752
Br -3.06817 -1.03451 -0.69187
H -1.44515 -2.31248 -2.81031
H 0.98717 -2.54223 -3.17345
H 2.57731 -1.57316 -1.56205
H 1.98331 -0.83245 1.63801
H 3.03182 -0.23352 0.34187
H 1.40695 1.54949 -0.88874
H 2.77505 2.37941 -0.13244
H 1.19641 3.91513 1.02493
H 0.97539 3.92773 -0.71935
H -0.74673 2.36633 1.26017
H -1.21816 3.86447 0.45217
*
```